Entry 1:
Below is a structure of composition C33H36BN6O4Se2TaTe2 in a non-equilibrium geometry, with properties calculated with wB97M-V/def2-TZVPD.

XYZ file:
```
85
Properties=species:S:1:pos:R:3:forces:R:3
Ta 0.50621 0.42221 0.39685 -0.9 0.2 0.5
C -0.12159 4.82340 1.98107 0.0 0.0 0.0
O 0.38774 3.97049 3.05941 0.0 -0.1 -0.1
C 0.52737 2.78062 2.51620 0.0 0.2 0.3
N 0.35302 2.62094 1.26173 -0.1 0.1 -0.2
C 0.08477 3.98137 0.70297 0.1 0.1 0.0
C 1.21831 4.50208 -0.14919 0.0 0.0 0.0
C 0.93398 5.14184 -1.34981 0.0 0.0 0.0
C 1.95817 5.69004 -2.11112 0.0 0.0 0.0
C 3.27350 5.60367 -1.67166 0.0 0.0 0.0
C 3.56057 4.97016 -0.47142 0.0 0.0 0.0
C 2.53552 4.42249 0.28696 0.0 0.0 0.0
C 0.81825 1.63873 3.38272 0.0 -0.1 -0.1
C 1.09853 1.70131 4.73853 0.0 -0.1 0.0
C 1.27660 0.50725 5.42634 0.0 0.0 -0.1
C 1.12335 -0.70027 4.75051 0.0 0.1 0.0
C 0.84062 -0.64890 3.39935 0.0 -0.1 -0.1
N 0.71901 0.48930 2.72026 0.1 0.0 0.0
C 0.58071 -1.79586 2.52700 0.1 -0.2 0.4
N 0.40746 -1.64083 1.26230 0.0 -0.1 -0.1
C 0.27757 -3.01694 0.70112 0.1 -0.1 -0.1
C -0.00193 -3.85300 1.96074 0.0 0.0 0.1
O 0.48225 -2.99063 3.05036 0.0 0.1 -0.2
C 1.54435 -3.45166 -0.00649 0.0 0.1 0.0
C 2.79647 -2.97429 0.37124 0.0 -0.1 0.1
C 3.94205 -3.43868 -0.26451 0.0 0.0 0.1
C 3.84296 -4.38582 -1.27226 0.0 0.0 0.0
C 2.59733 -4.88053 -1.63595 0.0 0.0 0.0
C 1.45520 -4.41606 -1.00271 0.0 0.0 0.0
H 0.45287 5.74365 1.98599 0.0 0.0 0.0
H -1.16748 5.02434 2.20401 0.0 0.0 0.0
H -0.82099 3.93927 0.10308 0.0 0.0 0.0
H -0.09272 5.21383 -1.69172 0.0 0.0 0.0
H 1.72748 6.19718 -3.03913 0.0 0.0 0.0
H 4.07070 6.03824 -2.26026 0.0 0.0 0.0
H 4.58235 4.90679 -0.12084 0.0 0.0 0.0
H 2.77261 3.93661 1.22714 0.0 0.0 0.0
H 1.16634 2.66323 5.22755 0.0 0.0 0.0
H 1.51194 0.51291 6.48187 0.0 0.0 0.0
H 1.21391 -1.65359 5.25244 0.0 0.0 0.0
H -0.56555 -3.04072 0.01310 0.0 0.0 0.1
H 0.55250 -4.78383 2.00586 0.0 0.0 0.0
H -1.06170 -4.02104 2.14467 0.0 0.0 0.0
H 2.89248 -2.23854 1.16096 0.0 0.0 0.0
H 4.91161 -3.06076 0.03394 0.0 0.0 0.0
H 4.73437 -4.74706 -1.76756 0.0 0.0 0.0
H 2.51867 -5.62986 -2.41260 0.0 0.0 0.0
H 0.48528 -4.81330 -1.27734 0.0 0.0 0.0
Se 2.98762 0.68551 0.78407 0.5 0.1 0.1
Te 2.51023 -0.31466 -1.42885 0.3 -0.1 -0.4
Te 1.98967 2.01413 -2.71804 0.2 -0.1 -0.1
Se -0.29813 1.81752 -1.70898 -0.4 0.2 0.0
N -4.02491 0.51017 4.01320 0.1 0.0 -0.1
C -3.57808 0.66384 2.74602 0.0 0.0 0.2
C -2.22607 0.48876 2.40427 -0.2 0.0 -0.3
N -1.81068 0.62303 1.14276 0.3 -0.2 -0.3
C -2.72643 0.92608 0.21224 -0.1 0.0 0.3
C -4.05145 1.11269 0.57899 0.0 0.0 -0.1
N -4.47937 0.98814 1.81990 -0.1 0.0 0.0
H -3.41600 0.29409 4.77897 0.0 0.0 0.0
H -5.00148 0.66797 4.19361 0.0 0.0 0.0
H -1.50703 0.23131 3.16192 0.0 0.0 0.1
H -2.42303 0.99358 -0.81582 0.0 0.0 0.0
H -4.79323 1.36840 -0.16855 0.0 0.0 0.0
C -0.83873 -0.94248 -4.68898 0.0 0.0 0.0
C -0.88649 -1.79497 -3.43424 0.1 0.1 0.1
C -0.46187 -3.21351 -3.75651 0.1 0.0 -0.1
O 0.11082 -1.24905 -2.51093 -0.1 -0.1 0.2
B -0.49147 -0.90936 -1.30760 0.1 0.3 -0.2
O -1.78769 -1.35508 -1.26087 0.0 0.1 0.0
C -2.23226 -1.68742 -2.61693 0.1 -0.1 0.0
C -3.14040 -0.55586 -3.06752 0.0 0.0 0.0
C -3.02157 -2.98028 -2.53719 -0.1 0.0 0.0
H 0.13393 -1.05981 -5.16701 0.0 0.0 0.0
H -0.97969 0.11280 -4.46123 0.0 0.0 0.0
H -1.60155 -1.25750 -5.40213 0.0 0.0 0.0
H 0.54914 -3.19294 -4.16504 0.0 0.0 0.0
H -1.11856 -3.66205 -4.50249 0.0 0.0 0.0
H -0.45381 -3.84513 -2.87316 0.0 0.0 0.0
H -2.62364 0.40405 -3.06322 0.0 0.0 0.0
H -3.99719 -0.50004 -2.39418 0.0 0.0 0.0
H -3.51709 -0.73764 -4.07365 0.0 0.0 0.0
H -2.43986 -3.78403 -2.08894 0.0 0.0 0.0
H -3.34564 -3.29850 -3.52857 0.0 0.0 0.0
H -3.91109 -2.82158 -1.92703 0.0 0.0 0.0
```
Forces are in eV/Å.

Values from the calculation:
Total charge: +2
Relative energy (zero: lowest compared OMol25 entry of this formula, charge and spin) (eV): 0.000
Lowest unoccupied orbital energy (eV): -6.81
Orbital gap (eV): 5.52
Energy (a.u.): -7329.157610



Entry 2:
Below is a structure of composition C28H36N3O5SSn, with properties calculated with wB97M-V/def2-TZVPD.

XYZ file:
```
74
Properties=species:S:1:pos:R:3:forces:R:3
Sn -0.19841 1.33043 0.63702 0.2 0.1 0.1
O 5.82678 0.91792 1.92423 0.0 0.0 0.0
C 4.52113 1.05627 1.68498 0.0 0.0 0.0
C 3.59551 1.38025 2.68224 0.0 0.0 0.0
C 2.27472 1.48841 2.31912 0.0 0.0 0.0
N 1.89545 1.28357 1.06417 0.0 0.0 0.1
C 2.76076 0.99949 0.09379 0.0 0.0 0.0
C 4.09896 0.87581 0.35875 0.0 0.0 0.0
C 2.10634 0.91365 -1.27175 -0.2 0.1 0.2
O 2.77831 0.86030 -2.27485 0.0 -0.1 -0.1
O 0.80385 1.00460 -1.22680 0.1 -0.1 -0.1
C 1.13171 1.85721 3.25311 -0.1 0.0 0.0
O 1.34869 2.06193 4.41791 0.0 0.0 0.0
O -0.02754 1.91705 2.64496 0.0 0.0 0.0
H 6.03110 1.05793 2.85810 0.0 0.0 0.0
H 3.87917 1.55147 3.71287 0.0 0.0 0.0
H 4.80487 0.64877 -0.42722 0.0 0.0 0.0
C -0.49357 -1.91821 -0.69838 0.1 0.0 0.1
C -1.47154 -0.98761 -0.66144 0.0 0.1 0.0
C -1.48821 -0.40863 0.74602 -0.1 -0.2 0.0
C -0.38065 -1.17011 1.43477 0.0 0.0 0.0
C 0.19927 -2.03117 0.57361 0.0 0.0 0.0
C 1.35696 -2.96191 0.82769 0.0 0.0 0.0
C 2.42298 -2.76280 -0.25803 0.0 0.0 0.0
C 0.83744 -4.40551 0.76996 0.0 0.0 0.0
C 1.97911 -2.69209 2.19635 0.0 0.0 0.0
C -2.79248 -0.28650 1.58693 0.0 0.0 0.0
C -2.50675 -0.04996 3.07848 0.0 0.0 0.0
C -3.50885 -1.64128 1.47780 0.0 0.0 0.0
C -3.70109 0.85016 1.12153 0.0 0.0 0.0
C -2.26453 -0.57036 -1.90167 -0.1 0.0 0.0
C -1.57222 -1.10876 -3.16305 0.0 0.0 0.0
C -3.69936 -1.12222 -1.90992 0.0 0.0 0.0
C -2.29768 0.95548 -2.04754 0.1 0.1 0.0
H -0.20775 -2.47818 -1.57513 0.0 0.0 0.0
H -0.13676 -1.03420 2.47711 0.0 0.0 0.0
H 2.03390 -2.97086 -1.25538 0.0 0.0 0.0
H 3.26353 -3.43600 -0.08030 0.0 0.0 0.0
H 2.80757 -1.74018 -0.25203 0.0 0.0 0.0
H 0.37665 -4.62147 -0.19573 0.0 0.0 0.0
H 0.09344 -4.58206 1.54843 0.0 0.0 0.0
H 1.66064 -5.10720 0.91522 0.0 0.0 0.0
H 2.34828 -1.66377 2.26602 0.0 0.0 0.0
H 2.82298 -3.36336 2.36170 0.0 0.0 0.0
H 1.26255 -2.85414 3.00363 0.0 0.0 0.0
H -2.00443 -0.90099 3.53712 0.0 0.0 0.0
H -3.46138 0.07016 3.59205 0.0 0.0 0.0
H -1.91669 0.84555 3.26447 0.0 0.0 0.0
H -2.84158 -2.44885 1.78695 0.0 0.0 0.0
H -3.85384 -1.85571 0.46926 0.0 0.0 0.1
H -4.37287 -1.64733 2.14423 0.0 0.0 0.0
H -3.20110 1.81978 1.23128 0.0 0.0 0.0
H -4.59352 0.88096 1.74767 0.0 0.0 0.0
H -4.03062 0.74937 0.09073 0.0 0.0 0.1
H -1.60451 -2.19756 -3.20917 0.0 0.0 0.0
H -0.53036 -0.78505 -3.21132 0.0 0.0 0.0
H -2.09505 -0.73507 -4.04562 0.0 0.0 0.0
H -3.69308 -2.20563 -1.78113 0.0 0.0 0.0
H -4.16323 -0.90130 -2.87332 0.0 0.0 0.0
H -4.33255 -0.69129 -1.13741 0.0 0.0 -0.1
H -1.27508 1.30964 -2.21107 -0.1 0.0 0.0
H -2.71774 1.46761 -1.18351 0.0 0.0 0.0
H -2.90406 1.22360 -2.91687 0.0 0.0 0.0
S -0.74084 3.65527 -0.02534 0.1 0.0 -0.1
C 0.27023 3.68843 -1.45190 0.0 0.1 0.0
N -0.35323 3.70924 -2.65213 -0.1 0.0 0.1
C 0.31758 3.73312 -3.81733 0.0 0.0 -0.1
C 1.68086 3.76201 -3.78636 -0.1 0.0 -0.1
C 2.27532 3.75993 -2.52577 0.0 0.0 0.2
N 1.58901 3.73265 -1.38659 0.0 0.1 -0.1
H -1.36622 3.65713 -2.64293 0.0 0.0 0.0
H -0.27202 3.71963 -4.72296 0.0 0.0 0.0
H 2.26182 3.76850 -4.69491 0.0 0.0 0.0
H 3.35397 3.77398 -2.42540 0.0 0.0 0.0
```
Forces are in eV/Å.

Values from the calculation:
Total charge: +1
Relative energy (zero: lowest compared OMol25 entry of this formula, charge and spin) (eV): 0.000
Lowest unoccupied orbital energy (eV): -4.09
Orbital gap (eV): 7.10
Energy (a.u.): -2241.399663



Entry 3:
Below is a cluster of 4 separate species, C30H56Cl2N2O5PS in total in a non-equilibrium geometry, with properties calculated with wB97M-V/def2-TZVPD.

XYZ file:
```
97
Properties=species:S:1:pos:R:3:forces:R:3
C -0.38135 -3.30103 -4.34966 -0.1 0.3 0.6
C -1.07933 -2.31317 -4.43160 0.1 0.7 0.7
C -1.77208 -0.94784 -4.35681 0.6 -1.3 -1.2
C -0.86002 0.14135 -3.69093 -0.1 0.5 -0.3
C -1.54773 0.97410 -2.54083 1.7 -0.6 -0.9
C -1.30203 0.40148 -1.09137 -3.4 -1.0 0.0
C -2.27581 1.19856 -0.13318 0.1 0.9 1.0
C -2.81839 2.56800 -0.65557 -0.8 0.5 0.0
C -3.48765 3.42718 0.50290 0.5 -0.7 -1.0
Cl -3.06439 5.17401 0.19571 -0.3 -0.7 0.5
C -1.58564 -1.16190 -1.05121 1.2 -0.3 1.1
P -3.32372 -1.81965 -1.05943 -1.1 0.1 -0.4
S -4.68445 -0.67532 -1.85851 0.0 0.3 -0.1
C -0.60907 -1.76084 0.10796 -1.6 -2.3 -1.3
C -0.65928 -3.25300 -0.33567 2.0 0.6 0.1
C -0.36864 -4.36479 -0.72332 -0.3 0.3 0.2
C -1.12297 -1.90873 1.58034 -0.1 0.8 0.5
C -1.28976 -0.64027 2.48793 -0.9 -0.3 1.0
C -2.82580 -0.30044 2.73170 0.6 -0.8 0.3
C -3.41517 -1.12187 3.93318 -0.7 0.0 -0.2
N -3.68037 -2.53221 3.55080 0.8 0.4 -0.3
C 0.74624 -0.96634 -0.22805 0.3 -3.1 2.5
C 1.70750 -0.94927 1.02064 -0.2 0.9 1.1
C 2.08232 -2.37170 1.55871 0.9 -0.1 0.1
C 2.37695 -2.35202 3.10570 0.2 0.4 -1.0
Cl 2.44568 -4.06231 3.68990 -0.1 0.8 0.0
C 1.58225 -1.72428 -1.31178 -0.6 0.6 -1.9
C 2.97690 -1.16665 -1.74135 0.3 -0.4 0.0
C 3.22247 0.36965 -1.82646 2.2 -0.1 -0.6
C 4.49360 0.57967 -2.66149 -0.7 -0.2 -0.1
C 5.43587 0.67571 -3.41503 -0.4 0.2 0.2
N 0.15397 0.37086 -0.64577 2.4 1.9 -2.7
C 0.70345 1.59952 0.00265 0.1 1.3 1.3
O 0.39404 2.75110 -0.79887 0.4 -2.0 -0.2
O 0.45060 3.82825 0.07194 -0.2 1.2 1.1
H 0.26051 -4.14481 -4.08304 -0.7 0.7 -0.6
H -2.78376 -1.06048 -3.91160 0.7 0.2 0.0
H -1.94029 -0.65906 -5.42510 0.0 -0.1 0.9
H -0.60473 0.87407 -4.49653 -0.1 -0.6 0.7
H 0.11226 -0.31630 -3.39294 -0.6 0.3 -0.1
H -1.11384 1.99854 -2.63769 -0.7 -0.7 0.4
H -2.63443 0.96702 -2.78882 0.8 0.2 0.7
H -3.18317 0.60780 0.13889 0.9 0.2 -0.5
H -1.81384 1.43005 0.86143 -0.1 -0.4 -0.9
H -3.62062 2.38999 -1.41431 0.7 0.1 0.5
H -2.07553 3.23099 -1.13820 -0.2 -0.7 0.4
H -3.09305 3.09487 1.48774 -0.4 0.6 -0.5
H -4.59039 3.33467 0.43393 0.8 0.2 0.4
H -1.14422 -1.72090 -1.92093 -0.5 1.0 0.2
H -3.28979 -3.04116 -1.80070 0.6 0.4 0.6
H -3.78659 -2.19609 0.24081 0.8 -0.1 -0.4
H -0.08767 -5.36119 -1.06386 -0.5 0.7 0.3
H -0.48912 -2.64325 2.13411 -0.3 0.6 -0.7
H -2.12390 -2.40245 1.53533 0.9 0.3 0.1
H -0.92015 -0.92842 3.50810 0.0 0.3 -0.9
H -0.69357 0.25252 2.20307 -0.4 -0.6 -0.1
H -2.98108 0.78396 2.92055 0.0 -0.7 -0.3
H -3.38349 -0.65388 1.83084 0.2 0.7 0.6
H -2.70172 -1.14976 4.78739 -0.5 0.3 -0.5
H -4.39677 -0.68224 4.24852 1.2 0.0 -0.1
H -3.55867 -3.15815 4.34027 -0.4 0.1 -0.3
H -4.59471 -2.63732 3.12134 0.1 -0.1 0.5
H 2.67083 -0.41860 0.81337 -0.8 -0.4 -0.2
H 1.28036 -0.37528 1.88526 0.0 -0.4 -0.8
H 3.05157 -2.66279 1.08096 -0.8 0.0 0.3
H 1.36395 -3.18061 1.31670 0.3 0.7 0.2
H 1.63508 -1.73776 3.66742 0.4 -0.8 -0.3
H 3.38733 -1.91322 3.26029 -0.7 -0.3 0.1
H 0.94141 -1.78284 -2.23519 0.5 -0.1 0.7
H 1.76487 -2.79261 -1.05195 -0.5 1.0 0.3
H 3.22185 -1.60750 -2.73991 -0.4 0.3 0.8
H 3.75139 -1.59775 -1.05572 -0.5 0.5 -0.5
H 3.50176 0.74592 -0.81294 -0.7 0.0 -0.7
H 2.44207 0.98321 -2.33048 0.2 -0.4 0.5
H 6.27647 0.81386 -4.09937 -0.6 -0.3 0.7
H 0.61288 0.47163 -1.57562 -0.2 -0.1 0.2
H 0.27924 1.78655 1.01222 0.0 -0.5 -0.7
H 1.80956 1.58016 0.10037 -0.7 -0.7 -0.2
H 1.32461 3.83189 0.52875 0.1 0.0 -0.7
C -6.99829 -0.31388 5.89131 -0.2 -0.1 -0.2
O -6.42289 -0.79077 4.67676 -0.2 0.0 -0.1
H -6.19335 -0.04613 6.57316 0.0 0.0 -0.1
H -7.61098 0.56828 5.69378 0.0 0.0 0.2
H -7.61071 -1.09488 6.34678 0.0 0.1 0.1
H -7.14921 -1.02218 4.08789 0.1 0.0 0.0
C 9.61115 1.17314 -4.27048 0.1 -0.2 0.2
O 8.56708 0.26163 -3.93745 -0.1 0.0 0.0
H 9.21608 1.91360 -4.96327 -0.1 -0.1 0.0
H 9.96876 1.67780 -3.37001 0.1 0.1 -0.1
H 10.43611 0.63917 -4.74711 0.1 0.2 0.0
H 8.93534 -0.38386 -3.32562 -0.1 0.0 -0.1
C 3.42068 6.09694 1.16879 0.0 0.1 0.2
O 3.40894 4.68586 1.39783 -0.3 -0.3 -0.1
H 3.37670 6.27343 0.09631 0.0 -0.1 0.0
H 2.55492 6.56058 1.64621 0.0 0.1 -0.1
H 4.33906 6.53048 1.56818 0.0 0.1 -0.1
H 3.44957 4.55175 2.35100 0.1 0.0 -0.1
```
Forces are in eV/Å.

Values from the calculation:
Total charge: +1
Lowest unoccupied orbital energy (eV): -2.12
Orbital gap (eV): 9.06
Energy (a.u.): -3321.647784